Density functional theory data (ωB97M-V/def2-TZVPD) for C3H8O in the gas phase.

As for the structure (SMILES): CC(C)O. As for the orbital gap: 11.281 eV. The relative energy (zero: lowest compared OMol25 entry of this formula, charge and spin) comes out at 0.37 kcal/mol. The spin multiplicity is 1. The electronic energy is -5288.135 eV.

Bonds (Å) are listed after each position.
Element x y z (Å)
1 H 1.4967 -1.1230 -0.4597  C6 1.094
2 C -1.1090 -0.6296 0.5754  C5 1.522, H7 1.096, H8 1.095, H11 1.096
3 H -0.5212 -0.0910 -1.4145  C5 1.103
4 H 1.8489 0.5729 -0.8114  C6 1.098
5 C -0.2418 0.1770 -0.3813  C2 1.522, H3 1.103, C6 1.523, O10 1.420
6 C 1.2440 -0.0953 -0.1838  H1 1.094, H4 1.098, C5 1.523, H9 1.096
7 H -0.9339 -1.7031 0.4397  C2 1.096
8 H -2.1724 -0.4310 0.4078  C2 1.095
9 H 1.5336 0.0781 0.8590  C6 1.096
10 O -0.5176 1.5527 -0.1595  C5 1.420, H12 0.965
11 H -0.8736 -0.3607 1.6110  C2 1.096
12 H 0.2486 2.0482 -0.4743  O10 0.965